No. 1
The following is a quantum chemistry calculation of a molecular structure, C26H48OP2Rh, from the OMol25 dataset.

Output
Orbital gap (spin up / spin down)   0.253 / 0.248 hartree
Energy   -51362.87645 eV
Total charge   +1
Energy relative to the best compared isomer or geometry (same formula, charge and spin)   0.0 kJ/mol
2S+1   5

Positions of all 78 atoms, in Å:
Rh  -0.031  0.008  1.113
C  -1.796  1.610  0.792
C  -2.323  0.716  -0.186
C  -1.952  -0.521  1.738
C  -1.691  0.895  2.026
C  -2.403  -0.583  0.380
C  -1.776  3.093  0.663
H  -1.448  3.417  -0.322
H  -1.174  3.592  1.412
H  -2.801  3.464  0.787
C  -1.719  1.484  3.393
H  -1.511  2.559  3.359
H  -0.969  1.012  4.029
H  -2.705  1.329  3.868
C  -2.192  -1.575  2.758
H  -3.265  -1.650  2.970
H  -1.700  -1.356  3.690
H  -1.861  -2.550  2.402
C  -3.133  -1.761  -0.150
H  -4.193  -1.561  0.058
H  -2.874  -2.680  0.370
H  -3.014  -1.910  -1.230
C  -2.962  1.200  -1.418
H  -3.904  1.647  -1.038
H  -3.165  0.400  -2.137
H  -2.390  1.992  -1.924
C  1.517  0.527  -2.714
C  0.525  1.374  -2.866
C  -0.089  1.650  -4.212
C  -0.980  0.496  -4.803
C  -1.087  -0.782  -4.020
C  -0.055  -1.622  -3.915
C  1.277  -1.312  -4.551
C  2.147  -0.184  -3.895
H  0.700  1.892  -4.963
H  -0.538  0.243  -5.794
H  -0.723  2.563  -4.144
H  2.426  0.546  -4.694
H  1.875  0.198  -1.701
H  0.003  1.851  -1.990
H  3.101  -0.653  -3.559
H  1.881  -2.249  -4.564
H  -0.117  -2.588  -3.349
H  1.105  -1.011  -5.613
H  -2.002  0.904  -4.981
H  -2.071  -0.959  -3.512
P  1.694  1.858  1.288
C  1.324  2.662  2.893
H  2.218  3.267  3.082
H  1.171  1.926  3.694
H  0.447  3.314  2.790
C  3.423  1.325  1.493
H  3.940  2.192  1.922
H  3.832  1.019  0.523
H  3.462  0.484  2.192
C  1.890  3.351  0.255
H  2.363  3.078  -0.696
H  2.543  4.000  0.862
H  0.919  3.835  0.093
P  0.925  -2.324  0.484
C  -0.301  -3.602  0.004
H  0.329  -4.420  -0.369
H  -1.030  -3.274  -0.745
H  -0.780  -3.926  0.942
C  2.569  -2.556  -0.287
H  2.483  -2.683  -1.376
H  2.962  -3.453  0.212
H  3.227  -1.713  -0.044
C  1.337  -3.189  2.058
H  1.519  -4.214  1.714
H  0.469  -3.121  2.728
H  2.229  -2.714  2.485
C  0.486  -0.725  4.371
C  0.857  -0.458  2.902
O  2.063  -0.666  2.703
H  -0.529  -0.605  4.772
H  1.186  -0.060  4.926
H  0.829  -1.765  4.565

***

No. 2
The following is a quantum chemistry calculation of 2 unconnected molecules or ions with the total composition C26H49BClN4O13P2S3Si, from the OMol25 dataset.

Output
Orbital gap   0.253 hartree
Energy   -132482.55418 eV
Total charge   +1
2S+1   1

Positions of all 100 atoms, in Å:
C  1.897  5.752  0.859
C  1.416  4.410  0.883
C  0.586  3.716  -0.235
C  -0.016  4.950  -1.025
S  -1.327  5.857  -0.078
O  -1.106  5.986  1.346
O  -1.453  7.164  -0.717
O  -0.657  3.264  0.395
S  -0.485  2.222  1.631
O  -1.824  1.655  1.693
O  -0.304  2.833  2.944
C  0.868  1.082  1.170
C  2.215  1.325  1.986
C  2.130  1.184  3.549
S  3.282  -0.110  4.244
C  4.878  0.320  3.547
N  5.815  1.150  3.977
N  6.817  1.126  3.071
C  6.499  0.286  2.099
O  5.264  -0.239  2.345
B  0.457  -0.423  1.722
N  -0.905  -0.935  2.032
O  1.381  -1.418  2.067
C  1.146  1.087  -0.449
C  2.312  0.167  -0.883
C  2.208  -1.357  -0.894
O  1.301  -2.106  -0.776
Cl  3.812  -2.187  -1.229
P  -0.592  0.296  -0.869
P  -0.732  -0.840  -2.697
O  -1.770  -0.274  -3.595
O  -1.426  -2.312  -2.210
O  0.631  -1.288  -3.485
C  1.341  2.583  -1.074
C  0.758  2.690  -2.542
C  1.041  1.778  -3.708
O  1.982  1.155  -4.125
O  -0.005  1.832  -4.658
Si  3.151  3.226  -1.308
C  3.250  4.947  -2.179
C  4.352  3.379  0.147
C  4.274  2.274  -2.558
H  1.260  6.641  1.051
H  2.969  5.928  0.595
H  1.625  3.987  1.900
H  -0.672  4.662  -1.892
H  0.722  5.641  -1.476
H  -2.544  5.222  -0.283
H  3.018  0.615  1.664
H  2.662  2.320  1.804
H  2.543  2.120  4.005
H  1.121  1.097  4.003
H  7.109  0.055  1.210
H  -1.139  -1.616  1.312
H  -0.909  -1.430  2.928
H  2.280  -1.296  1.728
H  3.301  0.391  -0.408
H  2.438  0.353  -1.992
H  -1.501  1.374  -1.136
H  -0.739  -2.998  -2.268
H  0.636  -2.223  -3.748
H  -0.355  2.701  -2.408
H  0.951  3.700  -2.999
H  -0.093  0.936  -5.028
H  4.344  5.130  -2.350
H  2.815  4.917  -3.212
H  2.892  5.797  -1.569
H  4.147  4.166  0.904
H  4.500  2.378  0.637
H  5.366  3.631  -0.263
H  4.028  2.516  -3.617
H  4.404  1.196  -2.347
H  5.304  2.712  -2.443
C  -2.387  -3.891  1.909
C  -2.483  -4.141  0.408
C  -3.886  -4.219  -0.175
N  -4.727  -5.414  0.249
C  -3.921  -6.674  0.369
C  -5.490  -5.142  1.554
C  -6.912  -4.836  1.127
C  -7.120  -5.784  -0.037
C  -5.829  -5.638  -0.815
H  -2.806  -4.712  2.495
H  -1.339  -3.792  2.195
H  -2.897  -2.965  2.184
H  -1.905  -5.030  0.144
H  -1.981  -3.311  -0.097
H  -3.788  -4.287  -1.260
H  -4.465  -3.322  0.054
H  -3.253  -6.588  1.223
H  -3.361  -6.814  -0.554
H  -4.606  -7.506  0.526
H  -5.454  -6.049  2.159
H  -5.027  -4.320  2.092
H  -6.998  -3.797  0.800
H  -7.629  -4.998  1.931
H  -7.991  -5.525  -0.638
H  -7.244  -6.812  0.314
H  -5.867  -4.756  -1.454
H  -5.578  -6.512  -1.415

***

No. 3
The following is a quantum chemistry calculation of 4 unconnected molecules or ions with the total composition C26H49BF3NO17S3, from the OMol25 dataset.

Output
Orbital gap   0.205 hartree
Energy   -105390.40729 eV
Total charge   -2
2S+1   1

Positions of all 100 atoms, in Å:
C  -3.782  5.631  1.017
C  -2.859  4.361  0.964
C  -3.721  3.198  0.378
N  -2.939  2.248  -0.407
C  -2.662  0.975  0.331
C  -3.994  0.186  0.182
C  -3.973  -1.305  0.680
O  -2.215  1.361  1.590
B  -1.222  0.425  2.121
O  -1.648  -0.660  3.056
C  -2.877  -0.473  3.700
C  -2.866  0.471  4.942
C  -3.141  1.982  4.593
C  -1.641  0.297  5.881
C  -1.188  -1.166  6.061
C  -2.122  0.781  7.313
C  0.173  1.027  2.792
C  0.161  2.584  3.037
C  1.475  0.636  2.056
C  1.918  -0.852  2.327
C  3.406  -0.926  2.763
O  -0.810  -0.293  0.854
C  -1.308  0.349  -0.287
C  -0.559  1.637  -0.866
O  0.019  2.406  -0.111
O  -0.598  1.920  -2.120
C  -1.403  -0.807  -1.319
F  -1.525  -2.027  -0.771
F  -2.397  -0.595  -2.221
F  -0.280  -0.923  -2.081
H  -3.268  6.522  1.404
H  -4.675  5.345  1.601
H  -4.132  5.800  -0.022
H  -2.661  4.088  2.016
H  -1.927  4.527  0.410
H  -4.291  2.753  1.217
H  -4.459  3.655  -0.319
H  -3.370  2.035  -1.298
H  -4.821  0.699  0.707
H  -4.296  0.160  -0.880
H  -3.003  -1.619  1.094
H  -4.687  -1.383  1.526
H  -4.359  -1.993  -0.092
H  -3.713  -0.152  3.048
H  -3.178  -1.476  4.090
H  -3.748  0.169  5.553
H  -3.847  2.382  5.346
H  -2.186  2.525  4.672
H  -3.617  2.084  3.607
H  -0.817  0.988  5.633
H  -1.917  -1.758  6.649
H  -0.274  -1.141  6.693
H  -0.900  -1.675  5.130
H  -2.166  1.884  7.262
H  -3.110  0.357  7.549
H  -1.333  0.486  8.026
H  0.252  0.570  3.803
H  0.947  3.065  2.432
H  0.460  2.770  4.100
H  -0.828  3.046  2.916
H  1.488  0.876  0.985
H  2.288  1.254  2.513
H  1.239  -1.264  3.091
H  1.793  -1.410  1.383
H  3.610  -0.312  3.657
H  4.094  -0.683  1.934
H  3.619  -1.976  3.062
C  1.909  0.726  -5.011
C  2.273  0.573  -3.556
O  3.407  -0.326  -3.558
S  4.259  -0.091  -4.885
O  5.356  0.769  -4.581
O  4.450  -1.347  -5.531
O  3.172  0.754  -5.706
H  1.339  -0.133  -5.371
H  1.348  1.637  -5.200
H  1.450  0.180  -2.972
H  2.596  1.522  -3.125
C  -2.039  -3.624  -3.626
C  -1.950  -4.945  -2.898
O  -2.600  -5.885  -3.770
S  -2.356  -5.445  -5.297
O  -1.270  -6.200  -5.819
O  -3.616  -5.386  -5.951
O  -1.843  -3.953  -5.014
H  -3.028  -3.177  -3.518
H  -1.284  -2.918  -3.290
H  -2.439  -4.918  -1.928
H  -0.912  -5.261  -2.772
C  8.446  -0.461  -5.993
C  7.870  -1.858  -5.940
O  9.006  -2.724  -6.109
S  10.299  -2.035  -5.451
O  10.488  -2.570  -4.150
O  11.339  -2.019  -6.420
O  9.702  -0.551  -5.303
H  8.644  -0.151  -7.022
H  7.797  0.270  -5.513
H  7.133  -2.033  -6.718
H  7.426  -2.064  -4.965

***

No. 4
The following is a quantum chemistry calculation of 12 unconnected molecules or ions with the total composition C26H49Cl5F6N8O8S2, from the OMol25 dataset.

Output
Orbital gap   0.175 hartree
Energy   -156649.48042 eV
Total charge   -2
2S+1   1

Positions of all 104 atoms, in Å:
C  12.294  4.512  -16.193
C  12.530  4.932  -17.568
O  12.539  6.071  -17.935
N  12.722  3.885  -18.605
H  12.404  2.911  -18.355
H  12.182  4.156  -19.436
C  14.165  3.697  -18.952
H  12.920  3.695  -15.825
H  11.223  4.294  -16.094
H  12.460  5.394  -15.565
H  14.658  3.325  -18.055
H  14.523  4.646  -19.349
H  14.292  2.994  -19.771
C  17.570  3.771  -18.426
C  18.928  3.661  -19.010
O  19.960  4.005  -18.536
N  19.024  2.950  -20.357
H  19.259  1.958  -20.256
H  18.127  2.833  -20.872
C  19.884  3.707  -21.326
H  17.389  4.815  -18.180
H  17.477  3.213  -17.484
H  16.817  3.472  -19.151
H  20.041  3.068  -22.187
H  20.788  4.032  -20.823
H  19.277  4.585  -21.541
C  8.788  0.823  -25.763
C  8.654  1.060  -24.261
N  9.781  0.498  -23.535
C  10.067  -0.839  -23.360
C  11.150  -0.888  -22.554
N  11.491  0.395  -22.220
C  10.666  1.210  -22.850
C  12.652  0.794  -21.428
H  7.902  1.168  -26.297
H  8.706  -0.257  -25.936
H  9.716  1.220  -26.162
H  7.738  0.621  -23.870
H  8.591  2.133  -24.087
H  9.483  -1.619  -23.811
H  11.735  -1.754  -22.305
H  10.702  2.291  -22.783
H  13.521  1.006  -22.052
H  12.943  -0.010  -20.758
H  12.387  1.680  -20.860
C  9.291  9.604  -15.573
C  10.086  8.642  -16.426
N  11.197  9.320  -17.129
C  11.127  10.431  -17.939
C  12.378  10.637  -18.420
N  13.197  9.691  -17.843
C  12.456  8.964  -17.023
C  14.634  9.516  -18.121
H  8.789  10.395  -16.138
H  9.939  10.147  -14.881
H  8.525  9.033  -15.051
H  9.429  8.301  -17.232
H  10.472  7.744  -15.948
H  10.206  10.903  -18.227
H  12.800  11.401  -19.048
H  12.788  8.107  -16.452
H  14.884  8.461  -18.130
H  15.152  9.943  -17.258
H  14.860  10.146  -18.973
C  12.398  8.439  -21.364
C  13.713  8.870  -21.993
N  14.323  7.780  -22.744
C  14.686  7.818  -24.080
C  15.248  6.630  -24.396
N  15.369  5.929  -23.203
C  14.733  6.616  -22.284
C  15.832  4.551  -22.960
H  12.449  7.501  -20.806
H  11.625  8.390  -22.127
H  12.071  9.149  -20.600
H  14.470  9.266  -21.314
H  13.499  9.672  -22.700
H  14.488  8.721  -24.630
H  15.600  6.218  -25.323
H  14.578  6.332  -21.252
H  15.018  3.990  -22.498
H  16.639  4.581  -22.233
H  16.059  4.094  -23.916
Cl  12.200  0.835  -17.838
Cl  12.703  7.412  -13.624
Cl  11.584  4.622  -21.877
Cl  16.414  1.512  -21.172
Cl  15.673  2.952  -15.337
C  18.129  7.785  -18.525
F  17.346  8.464  -17.675
F  19.085  8.614  -18.978
F  18.716  6.791  -17.864
S  17.099  7.165  -19.949
O  16.827  8.348  -20.753
O  17.989  6.209  -20.597
O  15.915  6.617  -19.328
C  6.997  5.747  -17.163
F  7.354  7.027  -16.888
F  5.949  5.461  -16.381
F  6.600  5.728  -18.439
S  8.389  4.537  -16.875
O  8.827  4.718  -15.513
O  7.693  3.295  -17.142
O  9.370  4.864  -17.899

***

Across the entries above, strongest force on any atom takes the values 5.27; 5.61; 2.94; 1.96 eV Å⁻¹, respectively.